Record 1
Density functional theory data (ωB97M-V with the def2-TZVPD basis set) for CH2FNO in the gas phase.

Positions of all 6 atoms, in Å:
F (-2.33, 1.10, 0.05)
O (-2.39, -1.13, 0.00)
N (-0.27, -0.02, -0.30)
C (-1.78, -0.14, -0.04)
H (0.26, 0.83, -0.09)
H (0.28, -0.71, 0.03)

HOMO energy: -11.12 eV
Structure (SMILES): NC(=O)F
Charge: 0
Strongest force on any atom: 0.108 hartree/bohr
ΔE to the lowest compared entry with this formula, charge and spin: 43.9 kJ/mol
Orbital gap: 11.880 eV
M: 63.0 g mol⁻¹


Record 2
Density functional theory data (ωB97M-V with the def2-TZVPD basis set) for a molecular structure, C19H29AuN6S2.

Positions of all 57 atoms, in Å:
Au (9.92, 10.01, 8.65)
S (10.38, 9.19, 11.26)
S (9.53, 9.69, 6.28)
N (8.70, 6.96, 11.16)
N (8.75, 7.97, 13.07)
N (11.79, 8.86, 8.25)
N (9.79, 6.13, 9.23)
N (8.36, 11.30, 9.03)
N (12.60, 9.73, 7.47)
C (14.72, 9.31, 8.50)
C (14.04, 7.84, 6.62)
C (9.29, 8.84, 14.13)
C (13.95, 9.24, 7.16)
C (7.28, 13.27, 9.32)
C (9.25, 8.05, 11.79)
C (8.59, 5.90, 7.18)
C (8.69, 6.59, 9.79)
C (9.72, 13.31, 8.45)
C (7.10, 11.02, 9.47)
C (9.75, 5.74, 7.96)
C (14.51, 10.27, 6.18)
C (7.47, 6.65, 9.14)
C (7.79, 6.31, 12.01)
C (8.44, 12.67, 8.87)
C (6.58, 9.63, 9.66)
C (7.42, 6.36, 7.80)
C (7.83, 6.93, 13.20)
C (6.41, 12.20, 9.73)
H (7.29, 6.75, 14.09)
H (10.38, 8.84, 14.16)
H (15.80, 9.37, 8.37)
H (6.59, 6.99, 9.70)
H (8.53, 5.74, 6.09)
H (5.68, 9.62, 10.28)
H (13.48, 7.20, 7.30)
H (7.35, 9.02, 10.12)
H (10.14, 12.82, 7.57)
H (5.44, 12.20, 10.18)
H (6.46, 6.43, 7.30)
H (11.63, 7.92, 7.85)
H (8.85, 8.50, 15.10)
H (7.08, 14.32, 9.36)
H (13.96, 10.19, 5.19)
H (12.18, 8.70, 9.18)
H (10.46, 13.30, 9.27)
H (12.06, 9.97, 6.63)
H (14.42, 11.30, 6.54)
H (7.27, 5.44, 11.70)
H (6.31, 9.14, 8.73)
H (15.06, 7.50, 6.58)
H (14.50, 8.46, 9.15)
H (9.62, 14.35, 8.20)
H (15.55, 10.03, 5.93)
H (14.41, 10.22, 9.04)
H (8.99, 9.87, 14.01)
H (13.65, 7.75, 5.61)
H (10.63, 5.21, 7.56)

HOMO energy (spin up / spin down): -6.39 / -6.39 eV
Charge: 0
Strongest force on any atom: 0.032 hartree/bohr
ΔE to the lowest compared entry with this formula, charge and spin: 0.0 kJ/mol
Orbital gap (spin up / spin down): 6.801 / 5.293 eV
2S+1: 3
M: 602.6 g mol⁻¹


Record 3
Density functional theory data (ωB97M-V with the def2-TZVPD basis set) for 2 unconnected molecules or ions with the total composition C5H13N3.

Positions of all 21 atoms, in Å:
N (0.55, -3.25, -0.38)
N (0.45, -0.93, -0.93)
N (-2.35, 1.69, 0.19)
C (-0.14, 1.52, 1.07)
C (1.04, 2.18, 1.63)
C (-1.31, 2.22, 0.81)
C (1.56, -1.11, -1.87)
C (0.04, -1.93, -0.28)
H (-3.25, 2.15, 0.29)
H (-0.09, 0.47, 0.84)
H (2.44, -0.62, -1.45)
H (1.95, 1.82, 1.15)
H (0.47, -3.73, 0.52)
H (1.14, 1.93, 2.69)
H (0.99, 3.26, 1.54)
H (-0.78, -1.76, 0.42)
H (1.80, -2.15, -2.07)
H (0.02, -3.80, -1.04)
H (1.30, -0.60, -2.80)
H (-2.42, 0.68, 0.13)
H (-1.39, 3.28, 1.03)

HOMO energy (spin up / spin down): -12.81 / -12.81 eV
Charge: +1
Strongest force on any atom: 0.027 hartree/bohr
ΔE to the lowest compared entry with this formula, charge and spin: 2.5 kJ/mol
Orbital gap (spin up / spin down): 9.558 / 6.102 eV
2S+1: 2
M: 115.2 g mol⁻¹


Record 4
Density functional theory data (ωB97M-V with the def2-TZVPD basis set) for CH3N5OS in the gas phase.

Positions of all 11 atoms, in Å:
S (0.16, -2.56, 0.12)
O (0.07, 2.43, -0.38)
N (1.82, -0.44, -0.14)
N (0.47, 1.14, -0.27)
N (1.78, 0.83, -0.21)
N (-1.66, 0.26, -0.09)
N (0.51, -0.94, -0.12)
C (-0.40, 0.10, -0.14)
H (-2.19, -0.64, -0.06)
H (0.35, -2.53, 1.48)
H (-0.91, 2.34, -0.20)

HOMO energy: -8.97 eV
Structure (SMILES): [H]/N=c1/n(O)nnn1S
Charge: 0
Strongest force on any atom: 0.038 hartree/bohr
ΔE to the lowest compared entry with this formula, charge and spin: 8.8 kJ/mol
Orbital gap: 9.381 eV
M: 133.1 g mol⁻¹


Record 5
Density functional theory data (ωB97M-V with the def2-TZVPD basis set) for a molecular structure, C24H19GeKO3S4.

Positions of all 52 atoms, in Å:
Ge (4.36, -4.55, 0.35)
K (-0.65, -0.97, 1.41)
S (-2.46, 0.58, -0.46)
S (-3.83, -1.67, -1.79)
S (-4.58, -3.12, 0.58)
S (-3.43, -1.27, 2.56)
O (1.78, -1.83, 2.34)
O (-5.22, -3.92, -1.86)
O (3.53, -2.56, 1.15)
C (-4.66, -3.08, -1.17)
C (5.15, -3.41, -1.08)
C (5.93, -1.28, -1.94)
C (6.31, -6.78, -0.21)
C (5.95, -3.45, 2.59)
C (5.34, -2.03, -0.93)
C (6.14, -3.24, -3.29)
C (5.33, -4.58, 2.06)
C (2.42, -2.71, 1.74)
C (6.02, -5.80, 4.04)
C (6.76, -7.99, -0.74)
C (4.14, -7.19, -1.09)
C (5.89, -8.80, -1.45)
C (6.64, -4.67, 4.54)
C (5.38, -5.76, 2.81)
C (6.61, -3.49, 3.81)
C (6.34, -1.88, -3.12)
C (5.00, -6.35, -0.37)
C (2.44, -4.94, 0.54)
C (5.57, -3.99, -2.28)
C (1.86, -4.13, 1.70)
C (-3.31, -0.94, -0.25)
C (4.58, -8.40, -1.63)
C (-3.67, -1.62, 0.87)
H (2.30, -6.01, 0.69)
H (4.98, -1.55, -0.03)
H (6.06, -0.21, -1.79)
H (5.89, -2.51, 2.04)
H (7.09, -2.60, 4.20)
H (7.01, -6.16, 0.34)
H (6.44, -3.72, -4.22)
H (6.23, -9.75, -1.85)
H (2.14, -4.59, 2.65)
H (3.11, -6.89, -1.26)
H (5.44, -5.06, -2.43)
H (7.79, -8.30, -0.59)
H (0.77, -4.09, 1.70)
H (6.79, -1.28, -3.91)
H (3.89, -9.02, -2.18)
H (4.91, -6.66, 2.43)
H (6.03, -6.72, 4.61)
H (1.93, -4.67, -0.39)
H (7.15, -4.70, 5.50)

HOMO energy: -0.72 eV
Charge: -2
Strongest force on any atom: 0.005 hartree/bohr
ΔE to the lowest compared entry with this formula, charge and spin: 6.8 kJ/mol
Orbital gap: 4.703 eV
M: 595.4 g mol⁻¹


Record 6
Density functional theory data (ωB97M-V with the def2-TZVPD basis set) for C3H6F2O in the gas phase.

Positions of all 12 atoms, in Å:
F (0.32, 1.28, -0.87)
F (1.24, -1.13, -0.39)
O (-1.64, -0.92, -0.28)
C (-1.32, 0.18, 0.50)
C (0.11, 0.79, 0.44)
C (1.26, -0.20, 0.62)
H (2.18, 0.32, 0.76)
H (-1.18, -0.81, -1.12)
H (0.16, 1.56, 1.29)
H (1.16, -0.72, 1.59)
H (-1.57, -0.06, 1.53)
H (-1.91, 1.04, 0.23)

HOMO energy: -10.43 eV
Structure (SMILES): OC[C@H](F)CF
Charge: 0
Strongest force on any atom: 0.044 hartree/bohr
ΔE to the lowest compared entry with this formula, charge and spin: 57.0 kJ/mol
Orbital gap: 11.293 eV
M: 96.1 g mol⁻¹


Record 7
Density functional theory data (ωB97M-V with the def2-TZVPD basis set) for a molecular structure, C24H29N3O4S.

Positions of all 61 atoms, in Å:
S (-1.54, 5.71, 1.83)
O (3.43, -1.71, -2.95)
O (1.97, 5.58, -0.04)
O (0.58, -1.75, -2.57)
O (-5.14, 2.13, 1.85)
N (-2.01, 3.11, 0.84)
N (-3.05, 3.21, 1.53)
N (0.04, 4.31, 0.44)
C (-2.23, -4.01, 0.12)
C (3.74, 0.05, -1.44)
C (2.82, -0.82, -2.05)
C (3.25, 1.04, -0.75)
C (-2.07, -1.84, 0.95)
C (-3.66, 2.13, 1.48)
C (1.15, 2.00, 0.41)
C (-1.55, -3.19, 0.89)
C (-3.68, -0.20, 0.51)
C (-3.03, 0.66, 1.39)
C (0.80, 3.12, -0.31)
C (-0.99, 4.10, 1.15)
C (1.50, -0.91, -2.01)
C (-1.53, -0.89, 1.83)
C (0.11, -3.23, 0.77)
C (1.24, -0.02, -0.96)
C (-3.27, -1.50, 0.49)
C (0.92, 5.35, 0.63)
C (-1.89, 0.45, 2.01)
C (1.94, 0.93, -0.35)
C (-1.39, -4.02, 2.63)
C (4.89, -1.84, -3.12)
C (1.00, -2.70, -3.37)
C (0.16, 6.30, 1.42)
H (-1.52, 1.15, 2.56)
H (-0.95, -4.83, 2.40)
H (-0.17, 7.52, 0.68)
H (1.54, 3.49, -0.71)
H (4.86, -0.09, -1.55)
H (2.03, 2.30, 1.32)
H (5.21, -0.82, -3.71)
H (3.86, 1.63, -0.15)
H (5.52, -2.01, -1.99)
H (-0.10, -0.01, -0.80)
H (1.55, -2.27, -4.42)
H (-0.47, -1.23, 2.36)
H (-0.10, -3.38, -3.55)
H (-1.65, -4.98, 0.10)
H (-0.94, -3.34, 3.06)
H (0.00, -2.79, -0.45)
H (-3.50, 4.05, 1.73)
H (0.49, 1.66, 1.07)
H (0.40, -4.35, 0.59)
H (4.95, -2.69, -3.87)
H (0.76, 6.83, 2.28)
H (-2.43, -3.93, 2.79)
H (-3.93, -2.29, -0.03)
H (-4.66, 0.00, 0.07)
H (-0.02, 2.90, -0.89)
H (-2.38, -3.79, -0.96)
H (1.54, -3.61, -2.96)
H (0.73, -2.49, 1.31)
H (-3.17, -4.20, 0.47)

HOMO energy: -7.99 eV
Charge: 0
Strongest force on any atom: 0.299 hartree/bohr
ΔE to the lowest compared entry with this formula, charge and spin: 2257.3 kJ/mol
Orbital gap: 7.284 eV
M: 455.6 g mol⁻¹


Record 8
Density functional theory data (ωB97M-V with the def2-TZVPD basis set) for a molecular structure, C4H3GaLi2O2.

Positions of all 12 atoms, in Å:
Ga (-0.71, 1.85, -4.97)
O (0.15, 1.64, 1.36)
O (-0.47, 1.57, -3.14)
C (0.62, 0.69, 0.53)
C (-0.67, -1.53, 0.27)
C (-0.55, 1.39, -2.01)
C (0.18, -0.58, 0.59)
Li (-1.16, 0.74, 2.31)
Li (0.72, 3.31, 1.58)
H (-0.75, -2.47, 0.82)
H (1.50, 0.92, -0.07)
H (-1.32, -1.27, -0.64)

HOMO energy (spin up / spin down): -24.45 / -24.23 eV
Charge: +4
Strongest force on any atom: 0.182 hartree/bohr
ΔE to the lowest compared entry with this formula, charge and spin: 0.0 kJ/mol
Orbital gap (spin up / spin down): 2.643 / 2.212 eV
M: 166.7 g mol⁻¹